No. 1
{
  "formula": "C27H31Br2IrN4O3SSi2",
  "method": "wB97M-V/def2-TZVPD",
  "symbols": ["Ir", "O", "N", "C", "C", "C", "C", "C", "S", "H", "H", "H", "H", "C", "Si", "C", "C", "C", "C", "C", "C", "C", "Si", "C", "C", "H", "H", "H", "H", "H", "H", "H", "H", "H", "H", "H", "H", "H", "H", "H", "H", "Br", "C", "C", "C", "N", "C", "C", "C", "C", "C", "Br", "C", "C", "N", "H", "H", "H", "H", "H", "H", "N", "C", "C", "O", "O", "H", "H", "H", "H", "H"],
  "xyz": [[-0.054, 0.010, -0.062], [-1.091, 1.329, 1.809], [-2.312, 1.761, 1.737], [-2.774, 2.566, 2.715], [-4.046, 3.077, 2.690], [-4.883, 2.765, 1.620], [-4.413, 1.923, 0.638], [-3.116, 1.411, 0.696], [-2.551, 0.312, -0.497], [-2.076, 2.756, 3.516], [-4.384, 3.710, 3.495], [-5.882, 3.162, 1.563], [-5.038, 1.625, -0.187], [1.853, 2.446, 1.877], [1.957, 0.609, 1.331], [3.680, 0.397, 0.497], [1.853, -0.671, 2.767], [2.841, -0.635, 3.744], [2.882, -1.586, 4.749], [1.927, -2.588, 4.786], [0.923, -2.617, 3.835], [0.876, -1.665, 2.825], [-0.622, -1.715, 1.623], [-2.163, -1.414, 2.741], [-0.938, -3.430, 0.808], [2.511, 2.623, 2.721], [0.851, 2.730, 2.172], [2.166, 3.097, 1.066], [4.441, 0.818, 1.147], [3.742, 0.917, -0.452], [3.935, -0.642, 0.327], [3.590, 0.141, 3.718], [3.663, -1.552, 5.493], [1.963, -3.345, 5.554], [0.176, -3.393, 3.877], [-2.345, -2.296, 3.349], [-3.069, -1.218, 2.173], [-2.002, -0.583, 3.420], [-1.068, -4.167, 1.598], [-0.125, -3.761, 0.170], [-1.847, -3.421, 0.213], [4.560, -0.576, -5.290], [3.308, -0.480, -3.856], [3.319, -1.470, -2.853], [2.403, -1.339, -1.835], [1.559, -0.323, -1.735], [1.559, 0.671, -2.679], [2.429, 0.566, -3.790], [0.739, 1.797, -2.418], [0.439, 2.797, -3.370], [-0.353, 3.855, -3.028], [-0.861, 5.135, -4.333], [-0.808, 3.998, -1.696], [-0.471, 3.005, -0.815], [0.202, 1.908, -1.151], [4.010, -2.294, -2.879], [2.360, -2.082, -1.051], [2.433, 1.325, -4.554], [0.814, 2.703, -4.375], [-1.383, 4.854, -1.390], [-0.749, 3.091, 0.226], [-2.484, -2.433, -4.076], [-1.220, -3.144, -3.921], [-0.539, -2.654, -2.648], [0.354, -3.224, -2.089], [-1.031, -1.497, -2.199], [-2.763, -2.386, -5.048], [-1.780, -1.250, -2.797], [-3.229, -2.908, -3.576], [-0.556, -2.893, -4.753], [-1.293, -4.238, -3.886]],
  "mulliken_spin": [0.82, 0.02, 0.00, 0.00, 0.00, 0.00, 0.00, 0.00, 0.14, 0.00, 0.00, 0.00, 0.00, -0.01, 0.01, 0.00, 0.01, 0.00, 0.00, 0.00, 0.00, -0.02, -0.07, 0.00, 0.00, 0.00, 0.00, 0.00, 0.00, 0.00, 0.00, 0.00, 0.00, 0.00, 0.00, 0.00, 0.00, 0.00, 0.00, 0.00, 0.00, 0.00, 0.01, -0.01, 0.02, -0.02, 0.01, 0.00, 0.00, 0.00, 0.00, 0.00, 0.00, -0.01, 0.02, 0.00, 0.00, 0.00, 0.00, 0.00, 0.00, 0.00, 0.00, 0.00, 0.00, 0.07, 0.00, 0.00, 0.00, 0.00, 0.00],
  "energy_ha": -7721.55454,
  "de_lowest_kcal_mol": 63.7,
  "homo_ev": [-10.54, -10.46],
  "multiplicity": 2,
  "total_charge": 1
}

No. 2
{
  "formula": "C27H31Cl2F2N5OPS",
  "method": "wB97M-V/def2-TZVPD",
  "symbols": ["C", "C", "Cl", "C", "Cl", "N", "N", "C", "C", "C", "C", "S", "N", "C", "N", "C", "C", "C", "C", "C", "C", "C", "P", "N", "O", "H", "H", "H", "H", "H", "H", "H", "H", "H", "H", "H", "H", "H", "H", "H", "H", "H", "H", "H", "H", "H", "F", "C", "C", "C", "C", "C", "C", "H", "H", "H", "H", "H", "F", "C", "C", "C", "C", "C", "C", "H", "H", "H", "H", "H"],
  "xyz": [[1.844, -4.925, 3.256], [1.136, -3.818, 2.515], [1.175, -2.244, 3.230], [0.490, -3.999, 1.362], [0.397, -5.632, 0.696], [-0.160, -3.002, 0.600], [-1.452, -2.765, 0.905], [-1.938, -1.825, 0.092], [-3.310, -1.265, 0.049], [-4.393, -2.190, 0.624], [-5.775, -1.552, 0.287], [-6.223, -0.197, 1.414], [-0.946, -1.486, -0.722], [0.174, -2.157, -0.442], [1.363, -2.069, -1.021], [2.573, -2.804, -0.648], [3.301, -2.122, 0.511], [3.006, -0.835, 0.881], [3.692, -0.232, 1.916], [4.672, -0.937, 2.569], [4.967, -2.227, 2.202], [4.280, -2.830, 1.176], [1.580, -0.946, -2.424], [0.873, -1.803, -3.744], [0.713, 0.419, -2.162], [2.619, -4.437, 3.858], [2.386, -5.556, 2.548], [1.178, -5.495, 3.907], [-1.950, -3.234, 1.651], [-3.538, -1.087, -1.009], [-3.326, -0.278, 0.530], [-4.403, -3.188, 0.166], [-4.316, -2.296, 1.713], [-6.564, -2.299, 0.197], [-5.647, -1.098, -0.704], [-5.400, 0.806, 1.030], [3.223, -2.802, -1.533], [2.342, -3.858, -0.456], [2.231, -0.241, 0.408], [3.449, 0.788, 2.200], [5.208, -0.416, 3.358], [5.757, -2.754, 2.730], [4.531, -3.850, 0.892], [1.671, -1.961, -4.358], [0.606, -2.747, -3.462], [0.548, 0.530, -1.214], [4.599, 1.429, -1.208], [4.664, 2.749, -0.937], [5.899, 3.360, -0.856], [5.961, 4.719, -0.581], [4.792, 5.443, -0.382], [3.560, 4.810, -0.463], [3.492, 3.454, -0.748], [6.798, 2.777, -1.007], [6.921, 5.213, -0.522], [4.844, 6.502, -0.164], [2.649, 5.374, -0.305], [2.540, 2.944, -0.825], [-4.193, 2.757, 0.190], [-4.991, 3.472, -0.642], [-5.403, 4.730, -0.257], [-6.215, 5.461, -1.112], [-6.610, 4.921, -2.329], [-6.188, 3.651, -2.696], [-5.367, 2.920, -1.849], [-5.091, 5.130, 0.699], [-6.541, 6.453, -0.828], [-7.247, 5.492, -2.991], [-6.498, 3.228, -3.642], [-5.020, 1.931, -2.121]],
  "lowdin_charge": [-0.10, -0.68, 0.79, -0.68, 0.73, -0.02, 0.18, -0.23, -0.11, -0.26, -0.55, 0.73, 0.20, -0.31, -0.17, -0.14, -0.23, -0.09, -0.09, -0.08, -0.08, -0.05, 0.88, -0.15, -0.28, 0.08, 0.07, 0.10, 0.19, 0.14, 0.13, 0.12, 0.10, 0.08, 0.06, -0.17, 0.12, 0.10, 0.10, 0.12, 0.12, 0.12, 0.13, 0.02, 0.04, 0.04, 0.04, -0.29, -0.02, -0.08, -0.09, -0.08, -0.03, 0.12, 0.11, 0.10, 0.11, 0.10, 0.02, -0.29, -0.02, -0.07, -0.09, -0.08, -0.03, 0.12, 0.11, 0.11, 0.11, 0.11],
  "energy_ha": -3255.91254,
  "homo_ev": -10.95,
  "total_charge": 1
}

No. 3
{
  "formula": "C27H31ErNOP2",
  "method": "wB97M-V/def2-TZVPD",
  "symbols": ["C", "C", "C", "C", "C", "C", "C", "C", "C", "C", "C", "C", "C", "H", "H", "H", "H", "H", "H", "H", "N", "Er", "C", "H", "H", "C", "H", "H", "P", "P", "C", "H", "H", "H", "C", "H", "H", "H", "C", "H", "H", "H", "C", "H", "H", "H", "C", "O", "H", "C", "C", "C", "C", "C", "C", "C", "H", "H", "H", "H", "H", "H", "H"],
  "xyz": [[0.419, -2.369, -2.927], [0.055, -1.311, -2.099], [-0.857, -1.595, -1.034], [-1.386, -2.862, -0.847], [-0.993, -3.904, -1.680], [-0.101, -3.653, -2.726], [-2.157, -3.101, 0.450], [-2.906, -1.861, 0.932], [-2.376, -0.629, 0.586], [-2.973, 0.578, 1.031], [-3.996, 0.484, 1.973], [-4.460, -0.760, 2.407], [-3.924, -1.936, 1.881], [1.084, -2.174, -3.772], [-1.390, -4.902, -1.481], [0.183, -4.467, -3.391], [-2.889, -3.897, 0.272], [-4.441, 1.405, 2.350], [-5.253, -0.813, 3.150], [-4.260, -2.921, 2.203], [-1.140, -0.593, -0.084], [0.667, -0.007, 0.637], [0.471, 0.141, -2.369], [-0.264, 0.842, -1.922], [0.416, 0.312, -3.460], [-2.496, 1.907, 0.480], [-2.513, 1.899, -0.620], [-3.127, 2.728, 0.847], [2.197, 0.832, -2.032], [-0.753, 2.316, 0.965], [-1.068, 3.029, 2.612], [-0.113, 3.127, 3.145], [-1.527, 4.018, 2.488], [-1.732, 2.375, 3.192], [-0.447, 3.806, -0.048], [-1.011, 4.657, 0.361], [0.628, 4.030, -0.013], [-0.737, 3.623, -1.092], [3.293, -0.314, -2.875], [3.222, -0.121, -3.953], [4.328, -0.155, -2.540], [3.006, -1.354, -2.681], [2.105, 2.347, -3.016], [2.898, 3.044, -2.703], [2.241, 2.083, -4.072], [1.130, 2.836, -2.890], [-1.190, -3.373, 1.463], [-0.260, -2.696, 1.852], [-1.619, -4.325, 1.704], [3.255, 1.437, -0.595], [3.008, 0.697, 0.714], [3.052, -0.714, 0.732], [2.404, -1.429, 1.757], [1.739, -0.741, 2.783], [1.780, 0.664, 2.835], [2.442, 1.377, 1.818], [4.290, 1.280, -0.935], [3.089, 2.518, -0.483], [3.535, -1.257, -0.080], [2.434, -2.520, 1.747], [1.213, -1.296, 3.559], [1.302, 1.191, 3.658], [2.468, 2.467, 1.836]],
  "mulliken_spin": [0.04, -0.10, -0.04, 0.00, 0.00, 0.00, 0.00, -0.02, 0.01, -0.01, 0.00, 0.00, 0.00, 0.00, 0.00, 0.00, 0.00, 0.00, 0.00, 0.00, -0.04, 3.03, 0.11, 0.04, 0.00, -0.01, 0.00, 0.00, 0.21, 0.03, 0.00, 0.00, 0.00, 0.00, 0.00, 0.00, 0.00, 0.00, 0.01, 0.00, 0.00, -0.01, 0.00, 0.00, 0.00, 0.01, 0.00, 0.00, 0.00, -0.02, -0.02, -0.18, 0.01, -0.05, -0.10, 0.07, 0.02, -0.02, 0.00, 0.00, 0.00, 0.00, 0.00],
  "energy_ha": -2874.93249,
  "homo_ev": [-7.82, -7.89],
  "multiplicity": 4,
  "total_charge": 1
}

How do the records compare in max |F|? In the order shown, they have 0.0797, 0.0499, 0.0916 Eh/bohr.